Entry 1:
11
Properties=species:S:1:pos:R:3 method="wB97M-V/def2-TZVPD" max_force_ev_per_a=0.6 smiles="C#CC(=O)C#CC" lumo_ev=-0.3 e_above_lowest_kj_mol=220.3 charge=0
C -2.00 1.22 0.41
C 2.07 -1.40 -0.71
H 3.01 -0.85 -0.80
H 1.76 -1.72 -1.72
H 2.25 -2.30 -0.11
C -3.04 1.46 -0.15
C 1.04 -0.57 -0.09
H -3.96 1.68 -0.65
O -0.56 1.40 2.24
C -0.76 0.95 1.13
C 0.21 0.12 0.44

---

Entry 2:
67
Properties=species:S:1:pos:R:3 method="wB97M-V/def2-TZVPD" max_force_ev_per_a=1.4 lumo_ev=-0.2 charge=-1
In -1.47 -1.10 0.66
C 3.55 5.40 -1.79
C -5.90 -7.85 -0.94
H 5.28 4.41 -5.55
C 5.68 6.48 -2.50
H 2.66 -2.17 0.71
C 2.22 4.95 1.81
C 3.51 5.37 2.26
O 5.79 4.84 2.72
C -1.73 0.89 1.59
C 5.63 5.70 -3.73
H 3.90 6.78 0.04
C -4.27 -5.52 -1.59
H 6.51 7.15 -2.37
H -1.26 -3.31 2.29
O 2.86 1.49 1.25
H 1.44 5.70 1.75
H -2.11 2.92 2.52
H -1.80 -1.17 3.81
O 2.72 5.31 -0.91
H -2.72 -3.45 1.28
C -1.99 1.97 2.07
C 3.10 2.64 1.56
O 0.82 3.25 1.06
H -4.50 -3.86 2.45
H -6.45 -8.74 -0.70
H 1.89 0.24 -0.24
C 4.71 6.35 -1.59
O 6.47 5.76 -4.60
H 1.24 -3.16 1.22
H 2.65 3.98 -3.17
O 1.27 -0.30 -0.73
C -5.70 -5.41 -1.42
O -7.79 -6.45 -0.91
C 4.46 4.78 -3.94
H -4.14 -0.78 -1.43
C 3.49 4.64 -3.03
C -3.01 -2.42 3.10
H -3.71 -4.62 -1.82
H -2.15 -0.21 -2.41
H 0.85 2.29 0.90
C -2.15 -2.79 1.94
N -2.71 -1.58 4.02
O -6.34 -4.38 -1.53
C 1.67 -2.54 0.44
O -2.37 -6.92 -1.60
C -3.68 -6.72 -1.46
C 2.00 3.67 1.48
H -2.23 -7.87 -1.45
H -5.16 -2.41 3.26
O 3.79 6.52 2.58
P -2.78 -1.16 -1.55
C 4.42 3.08 2.00
H 1.78 -3.14 -0.47
O -2.63 -2.55 -2.13
C 4.62 4.36 2.32
H -7.92 -5.50 -1.06
O 4.70 7.03 -0.45
C -6.49 -6.65 -1.07
C -4.47 -7.96 -1.14
C -4.34 -3.13 3.25
H 5.21 2.34 2.04
H 5.64 5.79 2.89
O 4.47 4.13 -5.09
B 0.74 -1.33 0.05
O -3.86 -9.02 -1.05
H -4.35 -3.67 4.19

---

Entry 3:
24
Properties=species:S:1:pos:R:3 method="wB97M-V/def2-TZVPD" max_force_ev_per_a=10.0 smiles="O=C1OC(=O)C([PH2]=S)=C1CB(O)O.ClC(Cl)Cl" lumo_ev=-2.0 charge=0
O -1.10 -1.09 2.17
Cl 1.74 -0.89 1.32
P 0.31 -1.73 -1.94
O -0.68 2.29 -2.95
O -1.01 1.45 1.91
O 1.68 1.28 -3.18
S -0.46 -2.87 -0.57
C 2.70 -0.75 2.80
C 0.40 1.30 -2.79
C -1.33 0.80 -1.15
H 1.78 -1.81 -1.91
H -2.67 -0.99 -0.35
H -0.07 -2.30 -3.24
C -2.34 0.09 -0.03
H 2.11 -1.14 3.63
H -0.06 1.52 1.55
H -0.16 -1.31 1.85
C -0.26 0.09 -1.91
Cl 3.08 0.95 3.14
O -1.81 3.48 -0.96
Cl 4.19 -1.70 2.67
H -3.27 0.80 0.14
C -1.33 2.41 -1.61
B -1.47 0.12 1.40

---

Entry 4:
90
Properties=species:S:1:pos:R:3 method="wB97M-V/def2-TZVPD" max_force_ev_per_a=2.8 spin_multiplicity=2 lumo_ev="-10.1 / -9.7" e_above_lowest_kj_mol=261.0 charge=+3
C 6.55 -0.23 0.04
H 5.36 -2.34 2.05
H 0.22 4.03 -2.69
H -3.33 -1.64 -3.58
C -1.40 -1.00 -4.24
H -0.12 3.13 1.19
H -1.00 -2.73 5.77
C 5.07 2.14 -1.48
H 4.79 -1.94 -2.08
H 0.64 -0.42 -4.61
N -4.04 0.12 0.40
C -0.23 5.78 -1.54
C 0.22 6.17 -0.14
C 0.13 3.47 -0.77
H -0.08 7.19 0.08
H 5.40 2.42 3.80
C 0.32 -0.95 -2.56
H -2.83 -0.43 2.04
H -1.30 5.96 -1.66
H 2.99 3.44 0.19
H 2.39 1.57 4.49
H -5.43 0.68 -1.54
H 2.59 -2.80 -1.60
C 5.17 1.74 2.98
N -3.71 0.91 -0.60
H 1.24 -3.95 1.94
C 4.70 -0.91 -2.43
H 5.47 2.74 -0.67
Cl -1.88 -0.82 -5.87
H 2.00 3.22 4.01
C -0.46 -0.55 3.60
Re 0.28 0.43 0.71
H -1.50 5.35 0.86
H 6.32 -0.12 1.09
H 2.72 4.43 1.64
C -2.32 -1.41 -3.28
C 5.01 -3.09 1.35
C -0.60 -1.34 -1.58
H 7.44 0.36 -0.18
N -2.51 1.38 -0.56
H 5.21 0.73 3.38
C -0.21 -2.06 5.45
H 5.67 2.35 -2.37
Si 3.47 2.14 2.30
H 1.31 6.10 -0.07
H 5.67 -3.10 0.48
N -1.98 0.87 0.55
N 0.06 4.35 -1.75
C -2.93 0.11 1.12
H 5.39 -0.79 -3.27
H 4.05 2.46 -1.69
Si 5.15 0.31 -1.08
H 0.31 6.35 -2.30
H 1.35 -0.78 -2.28
H 3.50 -4.26 -1.17
Sb 2.86 0.03 0.68
N -0.80 -0.89 4.78
H 0.73 -2.13 -0.11
C -1.84 -0.15 5.53
C -1.92 -1.55 -1.96
H -0.05 5.40 1.87
H -2.65 -1.87 -1.22
Si 3.21 -2.87 0.86
H -1.41 0.25 6.44
H -4.21 1.55 -2.42
H 1.41 -2.28 2.49
H 3.69 -0.75 -2.82
H -2.65 -0.82 5.78
H -0.96 -1.99 0.43
H 1.15 1.86 3.28
C 1.96 -3.18 2.24
N -0.09 -0.27 2.52
C -0.17 -1.54 -0.18
C 2.73 -3.56 -0.83
H 6.81 -1.28 -0.14
H -2.22 0.67 4.93
C 2.12 2.20 3.64
C -0.08 -0.75 -3.87
C -0.42 5.22 0.86
H 2.46 -3.55 3.14
S 0.64 1.86 -1.19
N -0.08 3.84 0.48
H 5.10 -4.07 1.83
H 5.95 1.86 2.23
N -4.60 1.25 -1.54
H 1.80 -4.12 -0.75
H 0.46 -2.58 4.77
H 0.35 -1.73 6.33
H 4.35 4.12 1.08
C 3.37 3.67 1.19